# 1
Molecular formula: C37H53ClN2O29
Method: DFT, ωB97M-V/def2-TZVPD

```
122
C37H53ClN2O29 | the Open Molecules 2025 dataset | ωB97M-V/def2-TZVPD
C 5.21 -6.24 -3.82
C 3.91 -5.67 -3.00
C 2.46 -6.07 -3.65
N 1.40 -6.54 -2.64
C 0.37 -5.43 -2.36
O -0.66 -5.51 -1.51
C 0.78 -4.07 -3.25
C 1.55 -3.18 -2.11
C 2.10 -1.72 -2.62
O 1.25 -0.67 -2.49
Cl 3.83 -1.53 -3.37
C 1.63 -4.84 -4.42
C 0.44 -5.55 -5.35
C 2.52 -3.99 -5.50
N 1.86 -2.74 -6.04
H 5.69 -7.16 -3.26
H 4.94 -6.56 -4.92
H 6.02 -5.37 -3.87
H 4.00 -4.48 -3.03
H 3.96 -5.95 -1.84
H 2.57 -6.87 -4.53
H 1.90 -6.81 -1.75
H -0.24 -3.54 -3.57
H 0.75 -2.96 -1.25
H 2.42 -3.78 -1.59
H 0.51 -5.14 -6.47
H -0.65 -5.26 -4.99
H 0.52 -6.74 -5.35
H 2.68 -4.71 -6.44
H 3.61 -3.79 -5.08
H 2.67 -2.15 -6.40
H 1.43 -2.14 -5.30
O -2.58 -2.70 -6.27
C -3.16 -2.79 -5.20
O -4.32 -2.13 -4.89
C -4.78 -2.67 -3.67
C -3.54 -3.21 -3.04
O -2.74 -3.55 -4.15
H -5.25 -1.89 -3.06
H -5.52 -3.45 -3.88
H -3.01 -2.46 -2.44
H -3.74 -4.09 -2.42
O 1.06 2.20 2.80
C 1.66 1.66 1.88
O 2.27 2.33 0.86
C 3.03 1.38 0.14
C 2.34 0.09 0.46
O 1.80 0.31 1.74
H 3.02 1.60 -0.93
H 4.06 1.40 0.50
H 1.52 -0.13 -0.24
H 3.03 -0.76 0.47
O -4.60 1.27 -0.89
C -3.75 1.73 -0.15
O -3.89 2.90 0.55
C -2.80 2.97 1.45
C -1.77 2.11 0.81
O -2.54 1.16 0.08
H -2.47 4.00 1.57
H -3.12 2.59 2.42
H -1.14 2.66 0.10
H -1.13 1.61 1.54
O -2.81 6.28 3.00
C -3.58 5.70 3.75
O -4.14 6.26 4.87
C -5.14 5.36 5.32
C -4.70 4.05 4.76
O -4.01 4.41 3.58
H -5.18 5.35 6.41
H -6.11 5.68 4.93
H -4.01 3.52 5.42
H -5.54 3.39 4.52
O -6.66 -5.77 -2.88
C -5.69 -6.50 -2.78
O -5.10 -6.83 -1.60
C -4.16 -7.85 -1.89
C -3.85 -7.64 -3.33
O -5.05 -7.08 -3.84
H -3.27 -7.75 -1.26
H -4.62 -8.83 -1.69
H -3.03 -6.94 -3.49
H -3.62 -8.58 -3.85
O -6.15 7.26 7.92
C -6.34 6.53 8.88
O -7.20 6.81 9.91
C -7.30 5.63 10.69
C -6.02 4.91 10.39
O -5.71 5.33 9.07
H -7.39 5.88 11.75
H -8.18 5.07 10.37
H -5.21 5.21 11.05
H -6.14 3.82 10.43
O 6.22 4.30 -2.17
C 5.04 4.48 -2.44
O 4.45 5.70 -2.52
C 3.16 5.50 -3.08
C 2.87 4.07 -2.76
O 4.16 3.48 -2.72
H 2.44 6.19 -2.63
H 3.22 5.69 -4.16
H 2.39 3.95 -1.79
H 2.25 3.60 -3.53
O 5.20 -1.62 2.22
C 4.62 -1.71 3.29
O 3.47 -1.05 3.59
C 3.00 -1.59 4.82
C 4.24 -2.13 5.45
O 5.05 -2.47 4.34
H 2.53 -0.81 5.43
H 2.26 -2.37 4.61
H 4.77 -1.38 6.05
H 4.04 -3.01 6.07
O 4.86 10.84 0.69
C 4.98 9.62 0.70
O 6.06 8.95 1.20
C 5.72 7.58 1.23
C 4.64 7.47 0.20
O 4.04 8.75 0.22
H 6.58 6.96 1.00
H 5.36 7.33 2.24
H 5.04 7.28 -0.80
H 3.91 6.70 0.45
```

Output
frontier orbital gap = 0.323 Eh
structure (SMILES) = CC[C@H]1NC(=O)[C@@H](CC(=O)Cl)[C@@]1(C)CN.O=C1OCCO1.O=C1OCCO1.O=C1OCCO1.O=C1OCCO1.O=C1OCCO1.O=C1OCCO1.O=C1OCCO1.O=C1OCCO1.O=C1OCCO1


# 2
Molecular formula: C37H53N3O2P3PdS
Method: DFT, ωB97M-V/def2-TZVPD

```
100
C37H53N3O2P3PdS | the Open Molecules 2025 dataset | ωB97M-V/def2-TZVPD
Pd -0.06 0.01 0.14
C -1.43 1.30 -5.03
C -1.20 0.15 -4.05
C -0.12 -0.79 -4.59
P -0.86 0.58 -2.27
C -2.15 1.94 -1.99
C -3.55 1.34 -2.12
C -2.04 2.71 -0.66
C 0.76 1.50 -2.28
C 0.88 2.72 -2.92
C 2.06 3.46 -2.87
C 3.13 2.97 -2.15
C 3.03 1.75 -1.50
C 1.88 0.96 -1.57
N 1.73 -0.30 -0.97
C 2.55 -1.19 -0.48
C 3.96 -1.23 -0.76
C 4.84 -2.15 -0.22
C 4.38 -3.13 0.65
C 2.82 -3.20 0.91
C 1.98 -2.32 0.32
P 0.13 -2.50 0.37
C -0.30 -3.76 1.65
C -0.10 -5.24 1.32
C -1.75 -3.54 2.11
C -0.16 -3.17 -1.33
C -1.64 -3.44 -1.56
C 0.69 -4.35 -1.80
H -1.80 0.90 -5.97
H -0.51 1.83 -5.25
H -2.17 2.02 -4.67
H -2.13 -0.43 -4.01
H 0.85 -0.29 -4.64
H -0.38 -1.12 -5.59
H 0.00 -1.68 -3.97
H -2.02 2.70 -2.76
H -3.73 0.58 -1.36
H -3.71 0.88 -3.10
H -4.30 2.12 -2.00
H -2.15 2.09 0.21
H -2.82 3.47 -0.63
H -1.08 3.23 -0.58
H 0.03 3.14 -3.44
H 2.12 4.42 -3.37
H 4.04 3.54 -2.07
H 3.87 1.43 -0.90
H 4.36 -0.52 -1.47
H 5.88 -2.12 -0.50
H 5.02 -3.88 1.09
H 2.46 -4.02 1.52
H 0.32 -3.53 2.52
H -0.82 -5.59 0.58
H -0.24 -5.85 2.21
H 0.90 -5.46 0.94
H -2.46 -3.75 1.30
H -1.92 -2.52 2.45
H -1.98 -4.21 2.94
H 0.11 -2.34 -1.98
H -1.99 -4.31 -1.00
H -1.83 -3.64 -2.62
H -2.26 -2.58 -1.27
H 0.41 -5.29 -1.33
H 1.76 -4.19 -1.63
H 0.56 -4.49 -2.88
S -2.78 0.01 6.73
C -2.07 0.05 5.10
C -2.86 0.02 3.97
C -2.26 0.05 2.72
N -0.93 0.10 2.51
C -0.20 0.15 3.62
C -0.70 0.13 4.91
C -2.81 -1.76 6.95
C -3.92 -2.50 6.57
C -3.89 -3.87 6.77
N -2.86 -4.52 7.30
C -1.80 -3.80 7.67
C -1.73 -2.42 7.52
H -3.94 -0.03 4.04
H -2.87 0.01 1.83
H 0.85 0.23 3.44
H -0.03 0.18 5.77
H -4.79 -2.03 6.14
H -4.74 -4.49 6.49
H -0.98 -4.35 8.10
H -0.85 -1.88 7.84
O -1.92 0.09 0.09
C 4.45 0.90 1.69
P 3.08 0.00 2.44
C 3.56 -1.68 2.72
C 3.05 0.80 4.08
O 1.81 0.01 1.60
H 5.33 0.84 2.32
H 4.17 1.95 1.58
H 4.70 0.51 0.72
H 4.49 -1.74 3.29
H 3.70 -2.34 1.48
H 2.78 -2.20 3.28
H 4.03 0.71 4.54
H 2.32 0.35 4.75
H 2.80 1.86 3.97
```

Output
frontier orbital gap (alpha / beta) = 0.262 / 0.170 Eh
total charge = +1
multiplicity = 5


# 3
Molecular formula: C37H55AsBr3F3NO2
Method: DFT, ωB97M-V/def2-TZVPD

```
102
C37H55AsBr3F3NO2 | the Open Molecules 2025 dataset | ωB97M-V/def2-TZVPD
C 4.68 0.24 2.11
C 5.29 -1.16 2.02
O 4.64 -1.90 0.99
C 4.29 -3.22 1.35
C 3.48 -3.84 0.22
C 2.35 -2.90 -0.21
C 1.17 -3.64 -0.87
C 0.33 -2.80 -1.84
As -0.91 -1.28 -1.21
C -0.99 -0.52 -3.12
C -2.37 0.10 -3.38
C -2.33 1.63 -3.46
Br -3.03 2.54 -1.88
C 0.73 -0.12 -0.68
C 0.49 1.36 -0.79
N 1.74 2.17 -0.62
C 2.47 2.37 -1.87
C 3.97 2.48 -1.65
C 1.50 3.35 0.08
C 1.21 3.17 1.55
O 1.55 4.46 -0.41
C -1.14 -2.09 0.76
Br -2.04 -3.84 0.65
C -1.93 -1.23 1.73
C -1.32 0.15 1.95
Br -3.81 -1.02 1.25
H 3.96 0.31 2.93
H 4.18 0.48 1.17
H 5.45 0.98 2.31
H 6.36 -1.09 1.80
H 5.17 -1.68 2.97
H 3.67 -3.20 2.25
H 5.20 -3.81 1.56
H 3.05 -4.77 0.60
H 4.14 -4.04 -0.63
H 2.74 -2.11 -0.86
H 1.99 -2.41 0.69
H 0.58 -4.10 -0.08
H 1.60 -4.48 -1.43
H -0.30 -3.47 -2.43
H 1.03 -2.33 -2.55
H -1.85 -0.08 -0.75
H -2.20 -2.12 -1.62
H -0.86 -1.39 -3.77
H -0.18 0.17 -3.37
H -2.81 -0.30 -4.30
H -3.05 -0.20 -2.57
H -1.31 1.98 -3.58
H -2.91 2.01 -4.29
H 1.51 -0.39 -1.41
H 1.14 -0.36 0.30
H 0.08 1.63 -1.77
H -0.23 1.71 -0.05
H 2.09 3.26 -2.40
H 2.26 1.51 -2.50
H 4.24 3.48 -1.30
H 4.29 1.74 -0.91
H 4.51 2.30 -2.58
H 0.16 3.41 1.74
H 1.81 3.88 2.12
H 1.41 2.15 1.88
H -0.19 -2.30 1.27
H -1.96 -1.75 2.69
H -1.60 0.51 2.94
H -0.23 0.11 1.90
H -1.70 0.86 1.23
F 6.32 -1.34 4.99
C 7.21 -2.22 5.50
C 8.38 -2.45 4.81
C 9.29 -3.35 5.34
C 9.01 -4.01 6.53
C 7.82 -3.76 7.20
C 6.91 -2.85 6.69
H 8.57 -1.93 3.88
H 10.22 -3.55 4.82
H 9.72 -4.72 6.94
H 7.60 -4.27 8.13
H 5.97 -2.64 7.19
F -9.20 -0.01 0.79
C -8.26 0.94 0.98
C -7.04 0.82 0.35
C -6.08 1.80 0.55
C -6.35 2.88 1.39
C -7.58 2.98 2.01
C -8.55 2.00 1.81
H -6.84 -0.04 -0.29
H -5.12 1.71 0.06
H -5.60 3.64 1.54
H -7.80 3.82 2.67
H -9.53 2.06 2.29
F -5.01 0.81 -4.95
C -5.86 1.82 -5.23
C -7.17 1.72 -4.82
C -8.03 2.77 -5.11
C -7.58 3.89 -5.80
C -6.25 3.96 -6.20
C -5.38 2.92 -5.91
H -7.51 0.84 -4.29
H -9.07 2.72 -4.80
H -8.25 4.70 -6.03
H -5.89 4.82 -6.74
H -4.34 2.95 -6.21
```

Output
frontier orbital gap = 0.221 Eh
total charge = -1


# 4
Molecular formula: C37H55F24N4O6
Method: DFT, ωB97M-V/def2-TZVPD

```
126
C37H55F24N4O6 | the Open Molecules 2025 dataset | ωB97M-V/def2-TZVPD
C 6.74 1.35 1.63
C 5.57 2.39 1.68
C 4.41 2.11 0.68
C 2.99 2.25 1.31
C 2.71 3.65 1.93
C 1.84 4.60 1.04
N 0.86 5.31 1.89
C -0.40 5.06 1.95
N -0.90 4.03 1.09
C -1.70 3.06 1.85
C -2.39 2.02 0.91
O -2.99 0.94 1.64
C -4.37 1.05 1.49
O -5.00 0.15 1.16
C -1.73 4.80 0.11
C -2.81 5.69 0.78
C -2.22 6.60 1.92
C -3.46 7.11 2.72
C -4.02 6.04 3.71
C -5.55 6.22 4.01
C -6.39 5.19 3.16
C -6.91 4.03 4.09
C -8.37 3.69 3.60
O -8.71 2.34 3.86
C -8.73 2.05 5.26
N -1.33 5.71 2.72
C -0.79 6.34 3.94
C -0.13 5.20 4.80
N -0.79 4.17 5.09
H 6.60 0.54 0.91
H 7.67 1.90 1.46
H 6.85 0.93 2.65
H 5.95 3.40 1.46
H 5.19 2.43 2.72
H 4.48 1.06 0.34
H 4.44 2.79 -0.19
H 2.18 1.91 0.64
H 2.97 1.53 2.16
H 2.24 3.55 2.93
H 3.67 4.16 2.12
H 1.40 4.12 0.16
H 2.51 5.39 0.66
H 1.24 6.06 2.46
H -2.51 3.50 2.47
H -1.05 2.46 2.52
H -1.73 1.71 0.09
H -3.23 2.58 0.43
H -4.88 2.02 1.70
H -1.02 5.50 -0.39
H -2.14 4.17 -0.69
H -3.53 5.01 1.28
H -3.34 6.29 0.03
H -1.63 7.42 1.47
H -4.25 7.23 1.96
H -3.28 8.08 3.22
H -3.50 6.14 4.69
H -3.80 5.01 3.36
H -5.85 7.27 3.85
H -5.67 6.03 5.09
H -5.70 4.72 2.44
H -7.20 5.75 2.68
H -6.25 3.15 3.97
H -6.93 4.32 5.15
H -8.39 3.85 2.51
H -9.06 4.39 4.11
H -8.65 2.96 5.89
H -9.70 1.59 5.52
H -7.91 1.35 5.48
H -1.54 6.81 4.59
H 0.00 7.07 3.66
H 0.90 5.27 5.16
H -1.74 4.23 4.70
C -1.10 -2.51 -1.89
C -0.62 -2.69 -0.44
C -0.42 -1.40 0.35
F 0.54 -0.61 -0.20
F 0.00 -1.68 1.61
F 0.51 -3.44 -0.43
F -1.57 -3.42 0.20
O -0.10 -2.59 -2.91
C 0.60 -1.43 -3.22
C 2.09 -1.56 -2.92
F 2.31 -1.80 -1.61
F 2.74 -0.41 -3.23
F 0.04 -0.36 -2.61
F 0.44 -1.24 -4.55
H -1.75 -3.37 -2.10
H -1.74 -1.64 -2.02
H -1.34 -0.82 0.43
H 2.53 -2.38 -3.49
C 6.61 -5.49 -6.31
C 5.92 -5.74 -7.66
C 5.34 -4.50 -8.35
F 4.37 -3.93 -7.60
F 4.77 -4.86 -9.53
F 4.98 -6.69 -7.52
F 6.86 -6.25 -8.50
O 5.84 -5.78 -5.15
C 5.00 -4.80 -4.66
C 3.53 -5.22 -4.71
F 3.14 -5.49 -5.97
F 2.73 -4.23 -4.24
F 5.21 -3.63 -5.30
F 5.35 -4.59 -3.37
H 7.43 -6.20 -6.26
H 7.08 -4.51 -6.26
H 6.11 -3.76 -8.56
H 3.37 -6.12 -4.11
C 1.78 -8.01 -1.03
C 1.57 -7.58 -2.49
C 0.16 -7.77 -3.05
F -0.21 -9.07 -3.06
F 0.11 -7.35 -4.34
F 2.48 -8.19 -3.28
F 1.85 -6.24 -2.56
O 2.37 -9.28 -0.82
C 1.54 -10.40 -0.81
C 1.87 -11.37 -1.95
F 1.71 -10.77 -3.15
F 1.03 -12.43 -1.91
F 0.25 -10.02 -0.82
F 1.75 -11.02 0.36
H 2.50 -7.31 -0.62
H 0.88 -7.88 -0.43
H -0.58 -7.20 -2.48
H 2.90 -11.72 -1.87
```

Output
frontier orbital gap = 0.296 Eh
total charge = +1